1.
ORCA calculation (the ωB97M-V functional and the def2-TZVPD basis) on a cluster of 10 separate species, H20O10 in total.

Positions of all 30 atoms, in Å:
O -0.22396 -4.01542 -1.22738
O -0.86024 3.54978 -0.53456
O -0.14752 -0.28924 -0.62760
O 0.80762 1.19914 1.94476
O -3.67750 -0.13205 3.08491
O 4.44077 -1.59837 0.06204
O -4.06288 -1.63881 -0.52841
O -0.92079 0.23478 -2.84945
O 1.66350 2.66723 -0.73472
O 2.27874 -1.59378 2.19890
H 2.60766 2.77321 -0.89696
H 4.42676 -0.94728 0.77259
H -0.08411 0.37686 -2.39254
H -3.28607 0.70828 2.82106
H 0.48199 -3.84323 -0.59415
H -4.61054 -0.03608 2.86306
H -3.64005 -1.19683 -1.27329
H -0.85988 3.47254 0.42619
H 0.65774 -0.80441 -0.75066
H -0.85760 0.79223 -3.63319
H 1.03487 1.08289 1.01534
H -0.30857 -3.18830 -1.71492
H -0.83662 -0.95401 -0.51708
H 1.24634 3.19933 -1.42162
H 4.73948 -1.09992 -0.70692
H 1.77274 -1.15539 1.50551
H 1.65593 1.15822 2.40049
H -0.97477 4.49343 -0.69391
H 2.23739 -0.98152 2.94214
H -4.70043 -2.23331 -0.93963

Forces on atoms 1 to 2 (eV/Å):
0.11 0.27 0.03
-0.28 0.40 -0.10

Summary:
SMILES = O.O.O.O.O.O.O.O.O.O
2S+1 = 1

2.
ORCA calculation (the ωB97M-V functional and the def2-TZVPD basis) on a cluster of 10 separate species, H20O10 in total.

Positions of all 30 atoms, in Å:
O -1.87978 -1.71675 -0.79091
O -3.80760 0.76351 -1.10795
O -2.96806 2.58307 1.15887
O 3.81516 -3.12354 -0.66231
O 3.98655 0.56703 -2.75686
O -0.47657 -0.75503 2.31193
O 2.66100 -1.13813 2.95386
O 0.27722 0.35794 -0.05670
O 2.33367 4.01014 0.04004
O -5.00038 -2.07140 -0.81560
H 4.05203 -2.31391 -0.19608
H -0.07400 -1.20925 1.56319
H -4.47328 1.33334 -1.50939
H -1.25904 -2.45283 -0.83399
H -2.40491 2.22932 0.46121
H 0.80779 0.72795 -0.77125
H 3.19189 0.48110 -2.21823
H -1.88091 -1.46509 0.13950
H -0.44515 -1.40364 3.02419
H 4.53377 1.19299 -2.26930
H -0.63024 0.56508 -0.30691
H 4.62465 -3.37553 -1.12080
H -5.95618 -2.02732 -0.93177
H -2.46158 2.43692 1.96578
H -4.68996 -1.20247 -1.09416
H -3.35737 1.33695 -0.47751
H 3.18596 -0.33062 2.91735
H 2.27949 4.16678 -0.90944
H 3.10947 3.44716 0.14096
H 2.90634 -1.61378 2.15227

Forces on atoms 1 to 2 (eV/Å):
0.20 0.02 0.06
0.02 0.11 -0.29

Summary:
SMILES = O.O.O.O.O.O.O.O.O.O
2S+1 = 1

3.
ORCA calculation (the ωB97M-V functional and the def2-TZVPD basis) on a cluster of 10 separate species, H20O10 in total.

Positions of all 30 atoms, in Å:
O -1.18147 2.61627 -0.43510
O 1.43053 1.61327 -1.20810
O 0.25053 -2.53473 -2.24510
O -2.43047 -0.74273 1.80190
O 2.83353 -0.08573 2.02090
O -0.24147 -0.46173 0.23090
O 2.49853 -0.99673 -1.28910
O -3.53147 -0.45573 -2.36610
O 1.38153 -2.30473 1.32890
O -1.08947 2.47927 2.33790
H -1.04247 2.59027 1.41290
H -0.41947 0.33027 -0.22610
H -2.80547 0.12327 -1.81610
H 3.09853 -0.80473 -1.86810
H 0.80553 -1.70673 0.79190
H -0.30447 2.36427 -0.78210
H 0.86553 -1.77273 -1.98410
H -1.82447 3.03827 -1.01610
H 1.81853 1.81827 -2.01610
H 2.08853 0.46027 2.49290
H -3.14247 -1.30573 -2.14910
H -2.08047 -0.52573 2.61390
H 2.01753 1.97127 -0.49710
H 1.07253 -2.97673 0.70090
H 2.24553 -0.75973 1.79090
H 0.63053 -3.25973 -1.73410
H -0.86347 -0.62573 0.85890
H -0.95247 3.45127 2.45590
H -3.16247 -1.36273 1.88790
H 2.03453 -0.17373 -1.09410

Forces on atoms 1 to 2 (eV/Å):
0.05 -0.38 0.79
-0.66 -0.01 3.21

Summary:
SMILES = O.O.O.O.O.O.O.O.O.O
2S+1 = 1

4.
ORCA calculation (the ωB97M-V functional and the def2-TZVPD basis) on a cluster of 10 separate species, H20O10 in total.

Positions of all 30 atoms, in Å:
O -2.08751 2.12503 1.83667
O 0.73864 0.99159 -4.01077
O -0.90963 2.24516 -2.04924
O -1.35667 0.12653 3.33679
O 1.27343 1.32134 2.59276
O -1.72448 -2.03607 0.72875
O -0.99790 -2.49730 -1.82555
O -0.52229 0.29545 0.34019
O 3.42286 0.50299 0.09820
O 1.95265 -2.50421 -1.97542
H 0.19197 0.50458 0.95389
H -1.50708 -2.17762 -0.21670
H 1.81123 0.81910 3.21867
H -1.59463 -2.71664 -2.54458
H 1.05178 2.05860 3.17984
H -2.05140 -2.77282 1.23981
H 1.84158 -2.14151 -1.09312
H -0.98495 1.41552 -1.56053
H -1.97232 0.38328 4.03678
H 0.06422 1.49375 -3.54863
H -0.21841 2.72900 -1.58374
H 3.29860 1.17944 0.77993
H -1.82837 0.00484 2.49680
H -0.84065 -0.59208 0.57839
H 3.63872 1.13153 -0.60844
H -1.98702 1.46404 1.10596
H 0.69914 0.05036 -3.83441
H -1.22523 2.06600 2.27321
H -0.25252 -2.03652 -2.20449
H 2.07625 -3.43339 -1.74103

Forces on atoms 1 to 2 (eV/Å):
-0.39 -0.66 0.54
0.83 0.15 -0.63

Summary:
2S+1 = 2
total charge = +1

5.
ORCA calculation (the ωB97M-V functional and the def2-TZVPD basis) on a structure of composition H21O10.

Positions of all 31 atoms, in Å:
O -0.17005 -0.43366 0.77171
O 1.91660 2.77794 -1.26472
O 1.93846 0.28759 -0.07086
O -1.92900 0.44614 -1.11338
O 3.01085 -0.35850 3.00331
O -0.27571 0.48075 3.40493
O -1.25308 2.24922 0.20457
O -0.12585 -3.06612 1.00368
O -0.01197 -1.76464 -1.40279
O -2.02179 -1.35740 -3.28110
H 1.98048 3.38136 -2.03922
H 2.40359 -0.36725 -0.69231
H -0.91317 -0.10784 0.21258
H -1.56830 1.27516 -1.51497
H -2.51872 -2.14394 -3.07197
H -0.53371 2.86651 0.42985
H -0.76055 1.16294 2.95788
H -0.25397 -1.98491 -2.30613
H -2.59179 0.23279 -1.78075
H 2.18852 0.01026 2.57568
H -0.28266 -2.97865 0.03489
H 0.94124 2.59039 -1.24169
H 3.68237 -0.11964 2.35651
H 0.92839 -0.20988 0.33224
H -2.04768 2.66920 0.53126
H -0.84051 -1.84420 -0.89191
H -0.42820 0.37911 4.33637
H -0.54529 -3.89853 1.30151
H -1.72106 -0.81081 -3.98841
H -0.34694 -0.54526 1.70447
H 2.14947 1.18186 -0.50125

Forces on atoms 1 to 2 (eV/Å):
0.62 0.29 -1.08
-1.74 0.12 -0.59

Summary:
2S+1 = 1
total charge = +1

6.
ORCA calculation (the ωB97M-V functional and the def2-TZVPD basis) on a cluster of 11 separate species, H21O11 in total.

Positions of all 32 atoms, in Å:
O 0.78032 4.39377 0.63585
O -2.74235 -0.73670 -0.67548
O -1.14665 0.25143 -2.42781
O -1.39177 1.75157 1.49373
O -3.46229 0.20864 -3.25887
O 2.44993 -2.62825 2.51904
O -0.81974 -3.65947 0.15646
O 1.19665 -1.02465 -2.37755
O 3.21678 -0.03958 0.10230
O 0.90874 -1.06927 1.26477
O 1.44078 2.89615 2.48516
H -0.71577 0.86867 -2.61524
H 2.77608 -3.30755 1.94394
H -0.97297 -4.05860 1.00190
H -2.14826 1.52891 1.98956
H -1.46518 1.27550 0.58713
H 1.12720 2.06996 2.01785
H -3.47578 -0.62814 -3.53890
H -2.55170 0.56201 -2.70803
H 2.82630 -0.53564 0.86031
H 1.59400 -2.33112 2.14830
H 2.89505 -0.47273 -0.63495
H 0.09657 4.90847 1.15710
H 2.28704 2.79809 2.14642
H 0.65019 -0.97181 0.40677
H 1.31905 4.06157 1.31020
H 0.25564 -0.55962 -2.27730
H 1.23877 -1.53735 -3.23111
H -3.51832 -0.25035 -0.97340
H -2.00861 -0.47279 -1.35405
H -1.04527 -2.82277 0.05527
H 0.40557 -0.46836 1.79061

Forces on atoms 1 to 2 (eV/Å):
-2.68 2.84 -1.49
1.17 0.05 0.01

Summary:
2S+1 = 1
total charge = -1

7.
ORCA calculation (the ωB97M-V functional and the def2-TZVPD basis) on a structure of composition H22HeO11.

Positions of all 34 atoms, in Å:
O -0.83118 2.19318 -1.95382
O 0.66239 -2.55905 -1.03747
O 3.17719 1.67346 -0.74086
O -0.29642 -1.43609 3.53317
O -0.38193 -0.57037 -2.71578
O 1.99390 1.55390 1.80140
O -2.39760 2.30904 0.76438
O -3.83706 0.48347 -1.78471
O -1.25296 -2.62350 1.04459
O 3.32468 -1.23497 -1.44122
O -0.56846 1.18713 2.64540
He -0.02725 -0.18761 0.23969
H -0.73349 1.24409 -2.03074
H 2.55721 1.85018 2.51633
H 2.57657 1.49841 1.04399
H -0.84311 -0.95886 -3.45916
H -2.12692 -2.26295 0.89487
H -0.44480 -0.53654 3.24157
H 0.63931 -1.47286 3.73139
H -0.85063 -2.02431 1.67335
H -0.03103 -2.76419 -0.41033
H 0.29201 1.16485 2.22669
H -0.00837 -1.31736 -2.24813
H -2.01564 2.29819 -0.11324
H -1.68434 2.03300 1.33997
H 2.56039 -1.73528 -1.15526
H -4.65906 0.23982 -2.21036
H 0.75989 -3.35706 -1.55700
H -3.56506 -0.30672 -1.31796
H -1.59576 2.40007 -2.49126
H -0.45201 1.76071 3.40282
H 2.78960 2.20696 -1.43468
H 4.03686 -1.54361 -0.88106
H 3.23309 0.79486 -1.11659

Forces on atoms 1 to 2 (eV/Å):
0.08 0.61 0.37
0.71 0.07 -0.72

Summary:
2S+1 = 1

What did we get for energy above the lowest of the compared OMol25 structures with the same formula, charge and spin? Answer: 3.793 3.891 4.418 0.771 2.573 4.731 0.167 eV, in the order shown.